## 1
This record from the OMol25 dataset describes a structure of composition C6H8N4. The level of theory is the ωB97M-V functional and the def2-TZVPD basis.

Structure (XYZ):
```
18
Properties=species:S:1:pos:R:3:nbo_charge:R:1
C -2.2076 -0.1210 0.0014 0.58
C 0.3142 -0.3670 -0.1055 0.37
C 0.6035 0.9651 -0.3960 -0.31
C 1.9351 1.2836 -0.4204 -0.13
C 2.9392 0.3851 -0.0056 -0.31
C 2.4941 -0.8746 0.3157 0.07
H -2.9001 1.3600 1.1965 0.37
H -1.1468 0.9461 1.7617 0.38
H -4.1500 0.1701 -0.6821 0.37
H -0.9352 -2.0329 0.1653 0.44
H -0.1862 1.7125 -0.5282 0.26
H 2.3723 2.2391 -0.6606 0.22
H 3.8700 0.4759 0.1105 0.21
H 3.3027 -1.8794 0.3376 0.20
N -2.0640 1.0662 0.8364 -0.85
N -3.2852 -0.4364 -0.5909 -0.73
N -1.0303 -0.8337 -0.1891 -0.65
N 1.1370 -1.3130 0.2239 -0.48
```

For the orbital gap, the calculation gives 9.23 eV. As for the HOMO energy: -8.6097 eV. For the LUMO energy, the calculation gives 0.6 eV.

## 2
This record from the OMol25 dataset describes an isolated molecule of C6H8N4. The level of theory is the ωB97M-V functional and the def2-TZVPD basis.

Structure (XYZ):
```
18
Properties=species:S:1:pos:R:3:nbo_charge:R:1
C 0.1821 0.1490 -2.3997 0.28
C -0.8612 0.0856 1.0639 -0.15
C 0.0111 0.1771 -1.0014 -0.32
C -1.1472 0.2778 -0.2204 0.00
C 1.1611 -0.1335 -0.0355 0.42
C -2.4420 0.4356 -0.9922 -0.62
N 0.3406 0.0470 -3.5191 -0.36
N 0.5627 -0.0364 1.1476 -0.19
N 2.4751 -0.4767 -0.2614 -0.81
N 1.3331 -0.1875 2.3437 -0.67
H -1.3114 0.1785 2.0282 0.21
H -2.3164 1.2395 -1.6203 0.22
H -2.6740 -0.4354 -1.6827 0.23
H -3.2648 0.4930 -0.2318 0.22
H 2.9740 -0.6365 0.5553 0.39
H 2.5759 -1.3395 -0.9310 0.40
H 0.7056 -0.6447 3.0799 0.38
H 1.6958 0.8071 2.6769 0.37
```

For the orbital gap, the calculation gives 8.19 eV. As for the HOMO energy: -7.7791 eV. For the LUMO energy, the calculation gives 0.4 eV.

Stability, highest: 2

## 1
This record from the OMol25 dataset describes a cluster of 5 separate species, H11O5 in total. The level of theory is the ωB97M-V functional and the def2-TZVPD basis.

Structure (XYZ):
```
16
Properties=species:S:1:pos:R:3:nbo_charge:R:1
O -0.0930 1.4126 0.8938 -0.93
H 0.0681 2.0785 1.5886 0.53
H 0.0383 1.8969 0.0513 0.51
O -1.8922 1.8226 -1.6286 -0.97
H -1.8163 2.7825 -1.7159 0.49
H -2.5901 1.6280 -2.2676 0.49
O 2.1239 -1.7656 2.2387 -0.95
H 3.0661 -1.5436 2.2552 0.50
H 2.0893 -2.1579 3.1387 0.51
O -0.6367 -0.9363 -1.8267 -0.98
H -0.9724 -1.2872 -2.6601 0.50
H -1.0838 -0.0502 -1.8948 0.51
O 0.3430 -1.0613 0.5561 -0.89
H 0.2525 0.0468 0.5317 0.55
H -0.0068 -1.3425 -0.3392 0.56
H 1.1100 -1.5232 1.0788 0.57
```

As for the total charge: +1. For the orbital gap, the calculation gives 12.74 eV. As for the HOMO energy: -15.7902 eV. For the LUMO energy, the calculation gives -3.0 eV.

## 2
This record from the OMol25 dataset describes a cluster of 5 separate species, H11O5 in total. The level of theory is the ωB97M-V functional and the def2-TZVPD basis.

Structure (XYZ):
```
16
Properties=species:S:1:pos:R:3:nbo_charge:R:1
O -0.8904 0.7321 1.5857 -1.00
H -0.4127 1.0296 2.3927 0.53
H -1.3645 -0.0728 1.7787 0.47
O -1.6996 -1.6752 -2.2073 -0.97
H -1.4619 -2.3918 -2.8119 0.49
H -2.6220 -1.6297 -2.4450 0.50
O 0.8051 1.5276 3.8421 -0.93
H 1.3611 0.7198 3.9001 0.47
H 1.5741 2.0592 3.6005 0.48
O 1.5998 0.1408 -2.4511 -0.94
H 2.2743 0.8251 -2.4796 0.52
H 1.8236 -0.4864 -3.1510 0.52
O 0.0555 -0.5410 -0.6111 -0.81
H -0.6175 0.0925 -0.2694 0.57
H -0.4361 -1.3694 -0.8063 0.56
H 0.6788 -0.2195 -1.3745 0.55
```

As for the total charge: +1. For the orbital gap, the calculation gives 11.60 eV. As for the HOMO energy: -14.9186 eV. For the LUMO energy, the calculation gives -3.3 eV.

Stability, highest: 1

## 1
This record from the OMol25 dataset describes an isolated molecule of C4H3NOS2. The level of theory is the ωB97M-V functional and the def2-TZVPD basis.

Structure (XYZ):
```
11
Properties=species:S:1:pos:R:3:nbo_charge:R:1
C 2.0073 -0.2101 0.1391 -0.65
C -0.5003 0.5343 -0.0922 -0.32
C -1.8462 0.8276 -0.1166 0.14
C -0.4950 -0.8171 0.0368 0.00
H 2.2227 -0.1986 1.2302 0.22
H 2.9526 -0.1414 -0.2559 0.23
H -2.2728 1.7818 -0.4034 0.21
N -1.7065 -1.3183 -0.0236 -0.14
O -2.5293 -0.2439 -0.0692 -0.23
S 1.0587 1.4476 -0.1790 0.23
S 1.1088 -1.6618 -0.2661 0.30
```

For the orbital gap, the calculation gives 9.01 eV. As for the HOMO energy: -8.6772 eV. For the LUMO energy, the calculation gives 0.3 eV.

## 2
This record from the OMol25 dataset describes an isolated molecule of C4H3NOS2. The level of theory is the ωB97M-V functional and the def2-TZVPD basis.

Structure (XYZ):
```
11
Properties=species:S:1:pos:R:3:nbo_charge:R:1
C 0.0041 0.2133 -0.5358 0.09
C 0.9454 1.1193 0.0392 -0.31
C 1.5141 0.3914 1.0506 0.15
C -0.1091 -0.9100 0.4976 0.17
H -2.5722 -1.1664 -0.9025 0.13
H 1.2033 2.0807 -0.3849 0.25
H 2.2110 0.8511 1.6304 0.20
N -0.7913 0.5394 -1.4574 -0.52
O 1.0027 -0.8260 1.2933 -0.44
S -2.0375 -0.3333 -2.0099 0.26
S -1.3706 -1.9594 0.7795 0.02
```

For the orbital gap, the calculation gives 7.06 eV. As for the HOMO energy: -8.4565 eV. For the LUMO energy, the calculation gives -1.4 eV.

Stability, highest: 1

## 1
This record from the OMol25 dataset describes an isolated molecule of C4H3NOS2. The level of theory is the ωB97M-V functional and the def2-TZVPD basis.

Structure (XYZ):
```
11
Properties=species:S:1:pos:R:3:nbo_charge:R:1
C 1.7847 -0.6689 -0.1044 -0.05
C -0.5695 -0.7448 -0.0950 0.64
C -1.8674 -0.0267 -0.0136 -0.16
C -2.9537 0.4765 0.1105 -0.12
H 1.9440 1.8781 0.4747 0.19
H 1.6279 -1.7110 -0.1621 0.23
H -3.9030 1.0318 0.0676 0.25
N 0.6557 0.0432 -0.0390 -0.57
O -0.6724 -1.9379 -0.1113 -0.49
S 0.5801 1.8027 -0.1516 0.16
S 3.3738 -0.1431 0.0243 -0.09
```

For the orbital gap, the calculation gives 8.31 eV. As for the HOMO energy: -9.0887 eV. For the LUMO energy, the calculation gives -0.8 eV.

## 2
This record from the OMol25 dataset describes an isolated molecule of C4H3NOS2. The level of theory is the ωB97M-V functional and the def2-TZVPD basis.

Structure (XYZ):
```
11
Properties=species:S:1:pos:R:3:nbo_charge:R:1
C 1.0480 0.4682 -0.0031 -0.13
C 1.4715 -0.8986 0.0400 -0.58
C -0.1485 1.1363 -0.0327 -0.06
C 0.9230 -2.0919 -0.0104 0.78
N -1.3758 0.6147 -0.0152 -0.67
O 0.5604 -3.1873 -0.0330 -0.41
S -2.7146 1.4435 -0.0419 0.68
S -4.1610 0.1784 0.0608 -0.28
H 1.8991 1.1334 0.0059 0.22
H 2.5517 -1.0228 0.1045 0.28
H -0.0536 2.2260 -0.0749 0.17
```

For the orbital gap (spin up / spin down), the calculation gives 6.60 / 6.50 eV. As for the HOMO energy (spin up / spin down): -8.0977 / -7.9908 eV. For the LUMO energy (spin up / spin down), the calculation gives -1.5 / -1.5 eV.

Stability, highest: 2

## 1
This record from the OMol25 dataset describes a cluster of 2 separate species, C9H12N3O in total. The level of theory is the ωB97M-V functional and the def2-TZVPD basis.

Structure (XYZ):
```
25
Properties=species:S:1:pos:R:3:nbo_charge:R:1
C -3.1646 -1.2142 -0.4500 -0.25
C -2.7774 -1.6884 0.7927 -0.06
C -2.3253 -0.3824 -1.2101 -0.09
C -1.5453 -1.2729 1.4703 -0.54
C -1.1411 0.0515 -0.6664 -0.12
C -0.6731 -0.4510 0.6234 0.28
C 3.9340 -1.1748 -0.3898 0.90
C -0.0002 0.8204 -1.2481 -0.27
C 1.3215 2.2428 0.4036 -0.44
N 0.4617 0.0808 1.0157 -0.27
N 3.7292 -0.0054 0.0158 -0.85
N 0.9898 0.8596 -0.1762 -0.27
O 3.6795 -2.2278 -0.7765 -0.42
H -4.0759 -1.4845 -0.7942 0.23
H -3.4232 -2.2939 1.2667 0.22
H -2.6800 -0.1159 -2.2467 0.24
H -1.7888 -0.6891 2.3506 0.29
H 0.2016 0.5110 -2.2154 0.26
H -0.3139 1.8823 -1.3648 0.24
H 0.4704 2.4970 1.0378 0.24
H 2.2686 2.3222 1.0742 0.26
H 1.5911 2.9637 -0.4490 0.24
H -1.0290 -2.2063 1.8725 0.29
H 4.3967 0.5627 0.3603 0.41
H 1.8936 0.4125 -0.2962 0.48
```

As for the total charge: +1. For the orbital gap (spin up / spin down), the calculation gives 7.99 / 7.98 eV. As for the HOMO energy (spin up / spin down): -12.0208 / -12.0200 eV. For the LUMO energy (spin up / spin down), the calculation gives -4.0 / -4.0 eV.

## 2
This record from the OMol25 dataset describes a cluster of 2 separate species, C9H12N3O in total. The level of theory is the ωB97M-V functional and the def2-TZVPD basis.

Structure (XYZ):
```
25
Properties=species:S:1:pos:R:3:nbo_charge:R:1
C 2.8355 1.1007 -3.6512 0.28
C -1.3016 -1.5978 2.6347 -0.41
C -0.4334 -1.7676 1.5936 0.17
C -2.0802 -0.4745 2.5811 0.35
C -1.0148 0.0766 0.4489 0.75
C 3.8919 1.8062 -3.6537 -0.44
C 1.6220 0.5214 -3.5040 -0.43
C -3.1580 0.0244 3.4688 -0.68
C 1.1716 -0.1063 -2.3266 0.27
N -0.2318 -1.0924 0.5350 -0.58
N -1.8705 0.4135 1.5567 -0.58
N 1.8407 -0.3632 -1.2255 -0.66
O -1.0291 0.7980 -0.5200 -0.63
H -1.3838 -2.3106 3.4359 0.26
H 0.3461 -2.5078 1.6790 0.20
H 4.7887 1.5975 -4.2074 0.27
H 3.8283 2.7231 -3.2648 0.26
H -3.0199 -0.4058 4.4779 0.25
H -3.4196 1.1405 3.5574 0.25
H -4.0202 -0.4089 2.9669 0.26
H 0.0066 -0.3146 -2.4516 0.27
H 0.7980 0.5604 -4.0729 0.25
H 1.2893 -0.6516 -0.3938 0.46
H 2.7808 -0.0950 -1.1613 0.41
H -2.2366 1.3339 1.4967 0.43
```

As for the total charge: +1. For the orbital gap, the calculation gives 8.02 eV. As for the HOMO energy: -12.3789 eV. For the LUMO energy, the calculation gives -4.4 eV.

## 3
This record from the OMol25 dataset describes the ion C9H12N3O with charge +1. The level of theory is the ωB97M-V functional and the def2-TZVPD basis.

Structure (XYZ):
```
25
Properties=species:S:1:pos:R:3:nbo_charge:R:1
C -1.4992 -2.2998 -1.6402 -0.16
C -0.2604 -2.8405 -1.3447 -0.19
C -1.7843 -1.0265 -1.2226 -0.19
C 0.6450 -2.1246 -0.5875 -0.16
C -0.9285 -0.2717 -0.3578 0.01
C 0.3494 -0.8677 -0.0307 -0.15
C -1.2823 1.1678 -0.2251 -0.53
C 1.3139 -0.2118 0.8656 0.25
C -0.1330 2.1137 -0.5857 0.63
N 1.9773 0.5357 3.0512 -0.62
N 1.0529 0.1277 2.1073 -0.29
N 1.0614 1.8352 -0.2800 -0.71
O -0.6199 3.1640 -1.2952 -0.67
H -2.1909 -2.8778 -2.3630 0.25
H 0.0840 -3.7862 -1.5575 0.23
H -2.7508 -0.6854 -1.6561 0.24
H 1.6451 -2.4299 -0.2523 0.22
H -2.0655 1.5454 -0.9665 0.25
H -1.6716 1.3161 0.7489 0.24
H 2.2894 -0.2828 0.3633 0.25
H 1.6383 0.9568 3.8920 0.41
H 2.8056 0.9218 2.6384 0.40
H 1.6867 2.5430 -0.6861 0.39
H 0.0631 -0.0397 2.3495 0.43
H -1.4258 3.5173 -0.9651 0.50
```

As for the total charge: +1. For the orbital gap, the calculation gives 9.15 eV. As for the HOMO energy: -12.7673 eV. For the LUMO energy, the calculation gives -3.6 eV.

Stability, highest: 2

## 1
This record from the OMol25 dataset describes a cluster of 2 separate species, C10H9Cl2NO in total. The level of theory is the ωB97M-V functional and the def2-TZVPD basis.

Structure (XYZ):
```
23
Properties=species:S:1:pos:R:3:nbo_charge:R:1
C -2.9641 -1.0488 1.4782 -0.22
C -3.0886 -0.8728 0.0517 -0.18
C -1.8048 -0.6282 2.0936 -0.16
C -1.9689 -0.4285 -0.6139 -0.24
C -0.7566 -0.0583 1.4100 -0.18
C -0.8489 0.0883 0.0408 0.16
C 1.5226 0.7752 2.2791 -0.23
C 0.4637 0.2451 2.0944 0.02
C 1.3515 0.1956 -0.9437 0.65
C 3.6430 0.5865 -1.6527 -0.26
N 0.2165 0.6897 -0.6277 -0.53
O 2.2634 0.9474 -1.5082 -0.47
Cl -1.3571 2.3632 -2.7370 -0.31
Cl 1.8548 -1.4974 -0.4881 -0.08
H -3.8022 -1.4097 2.0412 0.22
H -3.8933 -1.3231 -0.4792 0.22
H -1.7003 -0.9367 3.1827 0.22
H -2.0888 -0.2342 -1.7075 0.23
H 2.1450 1.2454 3.0016 0.24
H 4.1215 0.8322 -2.6052 0.21
H 3.6967 -0.4893 -1.5006 0.21
H 4.1718 1.2662 -0.7908 0.20
H -1.0011 1.8131 -1.6305 0.29
```

For the orbital gap, the calculation gives 9.28 eV. As for the HOMO energy: -8.7733 eV. For the LUMO energy, the calculation gives 0.5 eV.

## 2
This record from the OMol25 dataset describes an isolated molecule of C10H9Cl2NO. The level of theory is the ωB97M-V functional and the def2-TZVPD basis.

Structure (XYZ):
```
23
Properties=species:S:1:pos:R:3:nbo_charge:R:1
C 1.8090 -2.6611 -1.0546 -0.20
C 0.4415 -2.8773 -1.0527 -0.21
C 2.3326 -1.5294 -0.4478 -0.22
C -0.4022 -1.9646 -0.4441 -0.18
C 1.4889 -0.5956 0.1207 -0.12
C 0.1093 -0.7998 0.1220 -0.16
C 0.3021 2.0692 1.8776 0.43
C -0.7768 1.5849 -0.0982 0.03
C -0.7941 0.2438 0.6451 0.13
C -2.1404 2.1393 -0.4930 -0.62
N 0.1029 0.9159 2.2887 -0.44
O -0.0856 2.5595 0.6931 -0.50
Cl 1.1715 3.2569 2.7647 0.03
Cl -2.3211 -0.2941 1.2049 0.06
H 2.4722 -3.3697 -1.5254 0.22
H 0.0259 -3.7568 -1.5222 0.22
H 3.4000 -1.3655 -0.4248 0.22
H -1.4692 -2.1367 -0.4382 0.22
H 1.9012 0.2887 0.5823 0.22
H -0.1719 1.4530 -1.0047 0.21
H -2.6081 1.4773 -1.2154 0.22
H -1.9926 3.1169 -0.9462 0.23
H -2.7950 2.2450 0.3682 0.23
```

For the orbital gap, the calculation gives 9.41 eV. As for the HOMO energy: -9.3468 eV. For the LUMO energy, the calculation gives 0.1 eV.

Stability, highest: 2